No. 1
Molecular formula: C24H30N6O3
Method: DFT, wB97M-V/def2-TZVPD

Values from the calculation:
HOMO-LUMO gap: 8.402 eV
lowest unoccupied orbital energy: 0.07 eV
SMILES string: [H]/N=C(\N)c1ccc2cc(-c3ccccc3C)[nH]c2c1.CNC(=O)[C@H](CCC(N)=O)NC(C)=O
strongest force on any atom: 3.7 eV/Å

Geometry as ORCA input:
```
! RIJCOSX wB97M-V def2-TZVPD def2/J DEFGRID3
* xyz 0 1
O -3.867 2.878 0.672
O 1.778 2.247 1.194
O -3.458 1.945 3.711
N -4.262 -3.317 -2.787
C -3.508 1.711 0.624
C 0.879 2.202 0.372
C -2.246 2.078 3.570
C -3.268 -2.538 -3.029
C 1.495 -2.025 0.077
C 2.331 -1.556 -0.908
C 5.368 0.114 0.562
C 6.368 -0.230 -0.348
C -2.134 -2.837 -0.819
C -1.010 -2.740 0.012
C 4.063 -0.344 0.367
C -0.852 -1.958 -2.683
C 6.058 -1.030 -1.450
C -2.078 -2.437 -2.172
C 0.186 -2.251 -0.515
C 3.731 -1.141 -0.742
C 0.269 -1.881 -1.851
C 4.749 -1.495 -1.661
N 0.866 1.231 -0.509
N -3.438 -1.781 -4.149
N 1.580 -1.484 -2.079
N -1.439 2.341 4.607
N -2.385 1.245 1.176
C -4.328 0.705 -0.151
C 4.485 -2.384 -2.854
C -1.904 2.504 5.982
C -0.261 3.209 0.357
C -0.988 3.273 1.706
C -1.562 1.925 2.198
H -5.027 -3.332 -3.451
H 1.765 -2.196 1.115
H 5.598 0.741 1.418
H 7.384 0.122 -0.195
H -3.064 -3.230 -0.415
H -1.066 -3.048 1.051
H 3.300 -0.053 1.084
H -0.761 -1.678 -3.727
H 6.850 -1.294 -2.145
H 1.604 0.548 -0.444
H 0.104 1.127 -1.150
H -4.380 -1.718 -4.515
H -2.812 -0.993 -4.262
H 1.947 -1.173 -2.976
H -0.453 2.449 4.422
H -2.197 0.268 1.027
H -5.136 1.228 -0.660
H -3.700 0.196 -0.879
H -4.749 -0.018 0.545
H 5.416 -2.822 -3.228
H 3.816 -3.206 -2.581
H 4.028 -1.806 -3.662
H -2.385 1.583 6.318
H -1.067 2.737 6.641
H -2.636 3.313 6.028
H -0.973 2.957 -0.429
H 0.153 4.191 0.128
H -0.281 3.642 2.450
H -1.789 4.009 1.636
H -0.707 1.273 2.376
*
```

Löwdin population analysis, charges in e, atoms 1 to 6:
1 O 0.055
2 O 0.036
3 O 0.071
4 N 0.108
5 C -0.555
6 C -0.577

=====

No. 2
Molecular formula: C3H8N4S
Method: DFT, wB97M-V/def2-TZVPD

Values from the calculation:
HOMO-LUMO gap: 8.353 eV
lowest unoccupied orbital energy: 0.71 eV
SMILES string: NNC1=NSCCN1
strongest force on any atom: 1.0 eV/Å

Geometry as ORCA input:
```
! RIJCOSX wB97M-V def2-TZVPD def2/J DEFGRID3
* xyz 0 1
C -0.392 0.835 0.091
C -0.580 -1.548 -1.455
C 0.772 -1.079 -0.946
H -0.058 0.553 2.634
H 1.223 1.601 2.437
H -1.069 2.434 1.077
H -1.122 -2.114 -0.663
H -0.451 -2.232 -2.333
H 1.345 -0.626 -1.781
H 1.338 -1.948 -0.578
H 1.426 0.128 0.623
N 0.197 1.513 2.363
N -0.233 1.845 1.065
N -1.397 0.931 -0.692
N 0.577 -0.153 0.163
S -1.576 -0.141 -2.004
*
```

Löwdin population analysis, charges in e, atoms 1 to 6:
1 C -0.528
2 C -0.494
3 C -0.267
4 H 0.085
5 H 0.076
6 H 0.123

=====

Which formula does entry 1 have? C24H30N6O3